DFT (ωB97M-V/def2-TZVPD) results for a gas-phase ion, C22H33N2O4 (charge +1).

Charge: +1
SMILES: CCOC(=O)c1c(C)n(C)c2ccc(OC[C@H](O)C[N@H+]3CC[C@H](C)CC3)cc12

Each line ends with the natural charge from an NBO analysis.
Cartesian coordinates (Å):
C -3.415 -0.999 -1.680  -0.42
H -0.712 2.783 1.752  0.21
H -3.328 -1.414 -2.684  0.24
O 3.347 2.218 -0.221  -0.63
C 3.400 -0.094 0.231  -0.29
H -1.494 -1.507 1.454  0.21
H -5.725 -1.226 0.862  0.24
O 5.312 1.144 -0.332  -0.52
H -2.573 4.098 0.831  0.20
H -2.810 0.735 0.148  0.49
H 1.179 1.708 0.446  0.26
C 5.360 -1.798 0.101  -0.67
C -4.807 -0.891 0.381  -0.42
H 5.969 -0.957 -0.209  0.27
H -4.366 0.823 -2.367  0.22
H 3.530 -4.137 -0.102  0.21
O -3.464 2.628 1.985  -0.72
H -3.648 -3.338 -0.224  0.21
H 5.423 2.798 -1.558  0.19
N 3.001 -2.262 0.659  -0.33
C -1.283 2.382 0.905  -0.10
H 2.326 -4.144 1.198  0.22
C 2.013 -0.247 0.542  0.05
N -3.615 1.098 -0.425  -0.42
H 7.893 1.670 -0.127  0.21
H 5.837 3.080 0.143  0.19
C 3.235 -3.668 0.840  -0.41
C -0.499 -1.182 1.187  -0.28
C 1.798 -1.620 0.797  0.11
C 5.942 2.376 -0.690  -0.07
C -3.497 0.519 -1.779  -0.21
O -1.423 0.979 1.041  -0.55
H -4.923 1.105 1.209  0.26
C -4.522 -3.086 -0.820  -0.60
C 7.401 2.097 -0.997  -0.62
C 0.533 -2.092 1.122  -0.20
C -2.693 3.004 0.873  0.07
H 7.899 3.023 -1.266  0.22
H -2.596 0.911 -2.256  0.23
C 3.963 -1.357 0.318  0.30
H -5.707 0.924 -0.380  0.21
H 4.027 -3.832 1.573  0.22
H -0.752 2.639 -0.020  0.20
H 5.402 -2.573 -0.665  0.23
C 0.966 0.669 0.626  -0.30
C -4.648 -1.575 -0.979  -0.22
H -2.514 -1.279 -1.128  0.22
H -3.974 -1.168 1.031  0.21
H 0.342 -3.135 1.322  0.22
C -4.854 0.623 0.233  -0.22
H -4.455 3.036 -0.375  0.24
H 7.485 1.397 -1.824  0.21
H -5.532 -1.359 -1.588  0.20
H -3.020 2.884 2.801  0.49
H -5.401 -3.491 -0.327  0.22
C 3.990 1.194 -0.120  0.80
H -4.425 -3.564 -1.790  0.22
H -2.926 2.910 -1.266  0.23
C -3.467 2.572 -0.382  -0.23
H 5.775 -2.214 1.019  0.23
C -0.279 0.181 0.947  0.26

DFT (ωB97M-V/def2-TZVPD) results for a molecular structure, C22H33N3O4 at a distorted geometry.

Relative energy (zero: lowest compared OMol25 entry of this formula, charge and spin), kcal per mole: 657.3

Each line ends with the natural charge from an NBO analysis.
Cartesian coordinates (Å):
H -1.883 1.601 1.681  0.18
H -3.276 -2.757 -1.813  0.40
N -4.148 -1.096 -2.638  -0.19
H -3.381 1.214 -0.292  0.21
H -1.262 -3.636 3.656  0.20
C -0.052 -2.475 0.861  0.35
C 3.884 -1.542 -0.533  -0.17
C -0.960 -1.359 -0.883  0.04
H 2.334 1.175 3.522  0.19
H 0.455 4.344 -0.220  0.19
H 4.841 3.105 1.115  0.19
H -4.281 0.795 -3.250  0.18
C -1.530 1.545 0.849  -0.40
H -1.920 -3.814 2.086  0.17
H 4.023 -2.408 -0.767  0.15
H -3.181 2.960 0.210  0.18
H -1.305 3.720 1.340  0.20
H 1.115 3.537 2.062  0.18
C -2.079 -0.816 -1.728  0.05
C -1.079 -1.955 0.285  -0.41
C -1.237 3.741 -1.317  -0.21
C 2.489 1.174 2.351  -0.09
H -1.837 4.479 -0.675  0.17
C 1.334 -1.851 0.499  0.15
C 1.311 1.381 1.593  -0.47
C -1.600 1.648 -2.151  -0.20
C 0.455 -1.186 -1.715  -0.29
H -1.627 2.210 -3.288  0.16
C 1.412 -1.379 -0.785  0.30
H -0.855 0.802 0.343  0.24
H 4.756 -1.106 -1.494  0.16
C -3.594 0.183 -2.980  -0.11
H -1.899 -2.117 2.789  0.16
C -0.097 3.579 -0.102  -0.34
N -3.221 -1.749 -2.190  -0.28
C 4.114 2.287 1.076  -0.24
H 2.493 -4.326 0.973  0.12
H 1.849 -4.188 2.438  0.06
H 0.077 2.587 3.071  0.14
H 3.563 -3.754 2.155  0.18
C -2.683 2.197 -0.157  -0.21
H 1.653 1.382 0.535  0.23
H -0.683 1.541 -2.012  0.18
O 2.304 -2.507 1.280  -0.53
O 3.409 2.334 2.187  -0.56
H 4.161 -1.074 0.294  0.19
C -2.428 0.542 -2.323  -0.06
H -0.951 4.021 -2.309  0.21
H 0.426 -0.431 -2.516  0.25
H -2.157 -2.129 0.536  0.24
C -0.561 3.016 1.130  -0.25
O -0.113 -3.040 2.081  -0.47
H 0.534 2.699 -0.839  0.13
H 3.157 0.246 2.326  0.20
H 4.726 1.405 0.773  0.15
C 2.659 -3.678 1.472  -0.11
C -1.293 -3.151 2.582  -0.24
O 2.526 -0.896 -1.188  -0.52
H 3.251 2.488 0.369  0.15
C 0.649 2.780 1.869  -0.30
N -2.110 2.598 -1.475  -0.45
H 0.586 0.366 2.000  0.24

DFT (ωB97M-V/def2-TZVPD) results for a molecular structure, C22H34As3N2O2Pt.

Charge: +1
Relative energy (zero: lowest compared OMol25 entry of this formula, charge and spin), kcal per mole: 0.3

Each line ends with the natural charge from an NBO analysis.
Cartesian coordinates (Å):
O 3.408 1.190 0.408  -0.58
H -2.578 -4.918 -1.475  0.23
C -2.935 4.280 -0.076  -0.19
H -0.562 6.695 -0.277  0.23
H 0.244 -4.607 0.307  0.24
O 1.550 0.010 0.670  -0.76
H -2.534 2.194 0.154  0.19
H -3.882 -0.061 -4.363  0.22
C -2.378 -2.840 -2.038  0.04
Pt -0.476 -0.084 0.492  0.55
H -3.965 -0.490 -6.067  0.24
C -0.735 3.303 0.040  0.14
H -5.148 -0.062 -0.073  0.24
H 2.572 -2.178 -0.170  0.27
C -1.013 5.714 -0.191  -0.17
H 2.010 -3.270 -1.474  0.23
H -3.012 6.431 -0.294  0.23
H -2.057 -4.070 -6.369  0.23
H -4.012 4.169 -0.069  0.22
C -2.903 -3.941 -1.114  -0.64
C -2.800 -3.204 -3.475  -0.73
C 1.881 -2.297 -0.999  -0.93
H -0.434 -3.755 -2.242  0.24
C 1.244 4.703 -0.039  -0.11
C -3.428 -1.836 1.430  -0.96
C -2.754 -3.234 -6.366  -0.94
H 0.196 -0.071 4.672  0.47
H 2.055 -1.494 -1.711  0.26
H 1.702 5.681 -0.118  0.23
H -2.674 -2.550 1.745  0.23
H -3.667 -1.194 2.278  0.25
C -2.133 3.182 0.040  -0.16
H -0.918 -3.800 1.383  0.23
C -3.908 -0.899 -5.058  -0.95
As 0.065 -2.207 -0.363  1.17
C -2.369 5.567 -0.199  -0.20
N -0.164 0.008 3.743  -0.64
H -4.087 -1.527 -1.858  0.24
N 0.039 2.175 0.155  -0.49
H -2.353 -4.170 -3.728  0.23
As -2.747 -0.664 0.045  1.14
C -0.849 -2.776 -1.985  -0.77
As -2.272 -1.980 -4.944  0.86
C 0.032 -3.698 0.869  -0.96
H -3.769 -3.608 -6.230  0.22
H -2.550 -3.838 -0.089  0.20
H -4.798 -1.502 -4.875  0.22
H -2.685 -2.725 -7.326  0.24
C -3.005 -1.479 -1.703  -0.77
H 3.074 3.585 0.143  0.26
H -3.995 -3.944 -1.095  0.22
H -4.328 -2.357 1.105  0.24
H -4.203 1.214 -0.871  0.25
H 0.817 -3.538 1.607  0.25
C -4.253 0.557 -0.005  -0.95
H -0.475 -2.069 -2.731  0.26
C -0.590 0.150 2.676  0.22
H -3.885 -3.337 -3.516  0.22
C 2.203 1.110 0.423  0.75
H -4.297 1.147 0.908  0.25
H -2.615 -0.720 -2.388  0.25
C 1.345 2.334 0.202  0.12
C 1.995 3.580 0.102  -0.22
C -0.164 4.589 -0.066  -0.08

DFT (ωB97M-V/def2-TZVPD) results for a molecular structure, C22H34AsNO5ReSi2 at a distorted geometry.

Spin multiplicity: 4
Charge: +2
Relative energy (zero: lowest compared OMol25 entry of this formula, charge and spin), kcal per mole: 20.3

Each line ends with the natural charge from an NBO analysis.
Cartesian coordinates (Å):
C 2.713 -3.847 1.152  -1.14
H -3.474 2.906 0.264  0.24
C -1.746 3.364 1.480  -0.07
H 0.791 0.026 3.692  0.22
H -1.866 4.432 1.304  0.23
C -3.836 0.112 -4.591  0.28
N -0.890 0.462 2.576  -0.57
H -0.805 1.609 -5.035  0.25
H 2.518 -0.977 -3.224  0.29
H 4.920 -2.530 3.557  0.28
C -2.947 0.664 3.778  -0.23
H -5.229 1.643 -6.726  0.18
C -1.458 0.504 -3.291  -0.20
C -2.931 1.108 1.325  -0.45
C 3.307 1.597 -1.286  -1.14
C 1.511 -2.800 3.880  -1.14
H -2.310 -0.695 -1.732  0.20
C 5.177 -0.826 -0.505  -1.16
H 5.864 -0.783 -1.355  0.28
O 0.868 0.996 -3.088  -0.57
H -4.486 -1.039 -2.901  0.24
C -3.067 2.640 1.241  -0.43
H 1.736 -3.774 4.322  0.28
C -4.554 0.796 -6.593  0.23
H 0.468 -2.818 3.559  0.25
H -2.872 0.315 5.895  0.26
C -2.312 0.365 4.971  -0.08
H 1.687 -1.767 -1.894  0.25
H 5.587 -0.183 0.274  0.26
C 4.346 -1.793 2.991  -1.14
H -1.418 3.235 2.511  0.19
C -2.808 0.841 -5.198  0.30
H -0.395 -0.098 5.852  0.26
As 1.912 -0.597 0.971  -0.13
O -0.307 0.730 -1.222  -0.82
C -2.226 0.705 2.595  0.25
Si 3.483 -0.255 -1.068  1.61
H -2.427 0.734 0.422  0.20
H 2.335 1.930 -0.925  0.23
H 1.629 -2.052 4.665  0.25
H 1.724 -3.964 0.706  0.26
C -1.607 1.052 -4.572  -0.23
H 3.359 1.861 -2.343  0.29
O -4.905 0.073 -5.411  -0.45
H -3.768 2.992 1.999  0.24
H -4.009 0.865 3.747  0.25
H 2.997 -4.805 1.593  0.28
H 5.174 -1.857 -0.149  0.25
O -0.675 2.853 0.658  -0.76
O -3.218 1.263 -6.417  -0.47
Re -0.040 0.552 0.671  1.25
C -3.693 -0.454 -3.345  -0.27
H -0.716 3.246 -0.226  0.52
Si 2.695 -2.500 2.456  1.55
C 2.668 -1.459 -2.257  -1.15
C -0.185 0.749 -2.558  0.80
C -0.275 0.191 3.751  0.08
H 4.203 -0.920 3.631  0.26
C -2.478 -0.238 -2.699  -0.18
H 3.284 -2.346 -2.404  0.26
H -4.610 0.137 -7.461  0.18
H 4.943 -1.490 2.131  0.26
H 4.085 2.142 -0.751  0.26
H 3.423 -3.616 0.356  0.25
H -3.921 0.657 1.302  0.27
C -0.941 0.131 4.949  -0.24

DFT (ωB97M-V/def2-TZVPD) results for a molecular structure, C22H34F3KN5O2S2 at a distorted geometry.

Spin multiplicity: 2
Charge: -2
Relative energy (zero: lowest compared OMol25 entry of this formula, charge and spin), kcal per mole: 2.4

Each line ends with the natural charge from an NBO analysis.
Cartesian coordinates (Å):
H 3.264 -4.180 -4.698  0.22
H -3.098 -3.451 2.930  0.19
H -1.043 4.461 -2.757  0.18
H 3.856 -2.872 -6.706  0.20
C -1.216 3.476 -2.307  -0.41
H -4.149 -4.059 5.059  0.19
C -3.314 -2.683 3.665  -0.26
F -6.292 -2.289 7.050  -0.41
H 2.115 0.541 -4.745  0.22
H -3.046 0.701 4.117  0.18
C -4.869 -2.359 7.068  0.96
C -2.363 -0.992 2.087  -0.31
C -3.284 -0.337 4.330  -0.18
H 1.654 1.940 -2.449  0.38
H -0.437 1.459 -2.668  0.20
C 1.324 0.206 2.912  -0.22
H 4.629 -0.804 -2.700  0.23
C -0.264 2.490 -2.978  -0.22
C -1.836 -0.708 0.994  -0.65
N 2.150 -1.203 -3.696  0.01
S 3.571 0.513 -0.954  1.28
H -4.097 0.119 6.245  0.19
H -3.637 2.765 0.330  0.34
K 0.503 -0.814 -0.608  0.86
H 3.083 -1.122 0.708  0.26
H 4.756 -1.233 0.081  0.22
H -2.632 1.483 0.473  0.42
C 3.704 -1.115 -0.189  -0.86
H 1.008 0.334 3.954  0.17
N 1.147 2.796 -2.661  -0.86
H 4.772 0.956 -2.981  0.22
H 3.376 -1.895 -0.875  0.26
H -4.109 1.657 -1.656  0.16
C -4.192 -2.023 5.845  -0.39
H 0.796 2.262 2.687  0.15
H 1.620 3.234 -3.439  0.34
H -0.451 2.515 -4.059  0.15
C 0.701 1.337 2.103  -0.24
C -2.968 -1.324 3.338  -0.18
F -4.656 -3.647 7.499  -0.37
C 3.355 -2.401 -5.871  -0.22
C 2.385 -2.561 -3.630  0.01
C -2.690 3.092 -2.415  -0.40
C -3.872 -0.660 5.524  -0.26
C -3.901 -3.022 4.854  -0.22
H 5.773 0.176 -1.717  0.23
H -2.464 1.069 -1.683  0.20
O 1.686 -0.546 -2.672  -0.68
O 4.296 1.439 -0.006  -1.03
C 3.009 -1.048 -5.910  -0.30
H -0.961 3.547 -1.249  0.23
H 2.417 0.318 2.889  0.16
N 0.967 -1.107 2.361  -0.90
H -0.363 1.129 1.976  0.25
H 2.283 1.728 0.846  0.38
H 3.209 -0.431 -6.774  0.21
H -2.931 2.810 -3.451  0.18
C 2.409 -0.496 -4.812  0.00
N 1.314 1.434 0.771  -0.89
N -2.823 2.321 -0.074  -0.88
H -0.054 -1.161 2.252  0.43
C -3.070 1.950 -1.465  -0.22
H -3.310 3.960 -2.164  0.19
F -4.567 -1.536 8.132  -0.37
H 0.835 2.135 0.210  0.37
H 1.242 -1.838 3.005  0.35
S 1.899 -3.477 -2.283  -0.36
C 4.812 0.166 -2.232  -0.82
C 3.037 -3.126 -4.759  -0.26

DFT (ωB97M-V/def2-TZVPD) results for a molecular structure, C22H34HfN6O2PS.

Charge: +1

Each line ends with the Löwdin charge.
Cartesian coordinates (Å):
H -1.159 0.975 -2.624  0.11
H 2.461 -0.088 -3.236  0.11
N -0.779 1.601 -0.116  -0.20
C -4.134 -0.522 -1.806  -0.18
C -1.641 3.577 1.126  -0.18
H -0.670 1.878 1.991  0.11
H -1.238 -0.682 -3.179  0.11
H -4.093 0.490 0.094  0.13
C 0.831 -1.637 -1.785  -0.22
C 2.389 -1.658 5.073  -0.01
C 1.675 -0.530 -3.858  -0.18
H 5.368 -2.691 3.804  0.14
N 2.917 1.427 1.590  -0.13
C -4.568 -1.892 -1.292  -0.20
C 0.176 3.869 -0.522  -0.17
H 4.104 -2.568 5.984  0.13
H 0.864 -0.747 3.830  0.12
O 5.566 -2.132 1.205  0.17
C -1.357 2.089 1.158  -0.21
H 0.250 -2.479 -1.401  0.12
H -3.401 -1.630 1.200  0.13
H -2.396 3.797 0.365  0.12
C 4.420 -1.859 1.371  -0.52
C -0.360 4.337 0.821  -0.19
H 0.405 -2.274 -3.807  0.12
H -3.021 1.210 -1.102  0.11
H -3.704 -3.600 -0.273  0.12
S 3.597 2.407 4.089  0.72
C 0.472 0.417 -3.949  -0.16
H -1.832 -2.316 0.797  0.10
H 1.124 4.352 -0.768  0.12
C -0.547 0.102 -2.853  -0.20
H -0.531 5.413 0.803  0.12
N -2.287 -0.511 -0.161  -0.20
Hf 2.039 -0.281 0.793  1.62
H -3.480 -0.642 -2.674  0.10
H 0.376 4.146 1.610  0.12
C 3.765 -1.804 2.732  -0.17
N 2.535 -1.261 2.744  -0.03
H -2.058 3.869 2.091  0.12
P -0.718 -0.074 -0.173  0.53
C 0.379 2.363 -0.597  -0.22
N 0.121 -0.346 -1.611  -0.23
H 1.784 -1.635 -1.223  0.06
C 3.219 1.867 2.665  -0.95
C -3.383 -2.648 -0.700  -0.18
H -5.035 -2.469 -2.090  0.11
H -5.329 -1.760 -0.516  0.12
N 0.140 -0.779 0.942  -0.32
C 3.663 -2.201 5.066  0.00
H -4.998 0.057 -2.138  0.12
C 1.852 -1.185 3.888  -0.09
C 4.372 -2.275 3.873  0.04
C 1.239 -1.850 -3.242  -0.17
H 2.038 -2.591 -3.266  0.12
H 0.800 1.456 -3.886  0.11
H -0.024 0.309 -4.915  0.12
O 3.537 -1.550 0.401  -0.20
H 2.119 -0.685 -4.840  0.12
C -2.702 -1.816 0.375  -0.19
H -2.268 1.519 1.348  0.11
H 1.811 -1.592 5.983  0.12
C -3.400 0.262 -0.727  -0.20
H -0.533 4.148 -1.308  0.12
H -2.656 -2.881 -1.486  0.11
H 1.318 2.111 -0.056  0.06
H 0.579 2.091 -1.629  0.09

What did we get for energy? Answer: -1268.4141 -1322.3616 -7945.1414 -4182.1913 -2978.7820 -2125.2926 Ha, in the order shown.